1.
{"formula": "C4H12S2", "method": "ωB97M-V with the def2-TZVPD basis set", "molar_mass_g_mol": 124.3, "e_above_lowest_kj_mol": 93.6, "homo_lumo_gap_ev": [11.69, 2.85], "charge": 1, "e_homo_ha": [-0.53562, -0.44335], "spin_multiplicity": 2, "symbols": ["H", "H", "C", "H", "S", "C", "C", "H", "H", "H", "H", "H", "S", "C", "H", "H", "H", "H"], "xyz": [[1.475, 0.072, 1.134], [-2.750, 0.283, 1.228], [-2.057, 0.066, 0.421], [2.499, 1.583, -1.224], [-2.943, -0.113, -1.149], [-1.260, -1.198, 0.850], [1.820, 0.806, -0.862], [-3.236, -1.429, -1.124], [2.574, 1.346, 1.092], [-1.326, 0.855, 0.258], [-2.037, -1.955, 0.952], [0.917, 0.869, -1.486], [2.418, -0.836, -1.152], [1.626, 1.045, 0.649], [-0.527, -1.602, 0.151], [-0.686, -0.932, 1.733], [0.776, 1.658, 0.925], [2.718, -0.520, -2.397]], "mulliken_charge": [0.229, 0.415, -0.132, 0.420, -0.024, -1.063, -0.340, 0.203, 0.363, 0.070, 0.435, 0.339, 0.039, -1.016, 0.248, 0.312, 0.287, 0.214]}

2.
{"formula": "C4H12S2", "method": "ωB97M-V with the def2-TZVPD basis set", "molar_mass_g_mol": 124.3, "e_above_lowest_kj_mol": 299.7, "homo_lumo_gap_ev": [7.24, 2.85], "charge": 1, "e_homo_ha": [-0.43649, -0.43649], "spin_multiplicity": 2, "symbols": ["C", "H", "C", "H", "H", "H", "S", "H", "H", "H", "H", "C", "H", "C", "H", "H", "S", "H"], "xyz": [[0.315, -3.534, 0.670], [-0.128, 4.414, -2.083], [-1.066, 4.990, -2.471], [2.125, -2.571, 0.407], [2.846, -3.196, 2.977], [0.308, -4.335, -0.129], [-4.276, 4.824, -2.433], [-0.371, -3.571, 1.460], [2.210, -1.603, 2.434], [-0.552, 5.118, -3.471], [1.070, -2.733, 3.164], [1.748, -3.229, 1.174], [-4.695, 5.173, -1.252], [1.847, -2.682, 2.538], [0.021, -2.732, -0.282], [2.206, -4.155, 1.017], [-2.588, 4.000, -2.030], [-1.020, 5.820, -1.691]], "mulliken_charge": [-0.959, 0.309, -0.720, 0.256, 0.207, 0.284, 0.092, 0.314, 0.216, 0.385, 0.414, -0.233, 0.274, -0.938, 0.161, 0.278, 0.314, 0.346]}

3.
{"formula": "C4H12S2", "method": "ωB97M-V with the def2-TZVPD basis set", "molar_mass_g_mol": 124.3, "e_above_lowest_kj_mol": 60.8, "homo_lumo_gap_ev": [7.36, 2.41], "charge": 1, "e_homo_ha": [-0.40136, -0.40131], "spin_multiplicity": 2, "symbols": ["S", "C", "H", "H", "H", "H", "C", "H", "H", "H", "C", "H", "H", "H", "H", "H", "C", "S"], "xyz": [[-1.153, -3.157, -1.311], [1.652, 3.582, 1.849], [1.124, -3.476, -1.138], [0.387, -4.590, -0.089], [2.347, 4.197, 1.278], [-1.340, 2.660, 1.415], [-0.674, 2.604, 0.553], [0.535, -2.870, 0.433], [-1.090, 1.998, -0.254], [-1.983, -0.929, -0.643], [-1.135, -1.307, -1.203], [-0.922, 3.593, 0.122], [-1.142, -0.890, -2.211], [2.135, 3.249, 2.761], [0.839, 4.212, 2.216], [-0.168, -1.083, -0.764], [0.313, -3.544, -0.390], [1.077, 2.317, 0.750]], "mulliken_charge": [0.377, -0.837, 0.386, 0.337, 0.285, 0.359, -0.864, 0.357, 0.190, 0.358, -0.687, 0.333, 0.413, 0.313, 0.272, 0.244, -0.792, -0.044]}

4.
{"formula": "C4H13BN2O3", "method": "ωB97M-V with the def2-TZVPD basis set", "molar_mass_g_mol": 148.0, "e_above_lowest_kj_mol": 0.0, "homo_lumo_gap_ev": 9.74, "e_homo_ha": -0.33605, "smiles": "NCCOB(O)OCCN", "symbols": ["H", "H", "H", "C", "O", "H", "C", "C", "N", "H", "H", "O", "H", "H", "H", "H", "H", "C", "N", "O", "B", "H", "H"], "xyz": [[-2.142, -0.907, -2.854], [0.377, -0.115, -2.764], [-0.700, -0.940, 2.558], [1.486, 0.453, 1.638], [0.362, -0.245, -0.731], [-0.466, 0.766, 0.831], [-0.121, -0.672, -1.943], [0.041, 0.854, 1.805], [-0.744, 0.058, 2.774], [-1.875, 0.516, -1.828], [2.111, 0.770, 2.483], [2.077, 1.029, 0.507], [1.608, -0.637, 1.560], [-0.011, 1.905, 2.071], [-0.310, 0.169, 3.697], [-2.205, -2.251, -0.933], [-1.636, -1.041, 0.015], [-1.632, -0.539, -1.922], [-2.186, -1.250, -0.794], [1.848, 1.247, -1.850], [1.391, 0.701, -0.688], [0.151, -1.724, -2.025], [2.577, 1.853, -1.607]], "mulliken_charge": [0.362, 0.352, 0.223, -0.267, -0.224, 0.024, -0.319, -0.163, -0.681, 0.284, 0.334, -0.561, 0.239, 0.379, 0.259, 0.249, 0.247, -0.628, -0.607, -0.566, 0.532, 0.210, 0.322]}

5.
{"formula": "C4H13BO4P2", "method": "ωB97M-V with the def2-TZVPD basis set", "molar_mass_g_mol": 197.9, "homo_lumo_gap_ev": 8.08, "e_homo_ha": -0.31420, "smiles": "CB(O)P(OC[C@H](C)O)[PH2]=O", "symbols": ["H", "O", "C", "H", "C", "H", "P", "H", "O", "H", "C", "H", "H", "H", "C", "P", "O", "B", "H", "H", "O", "H", "H", "H"], "xyz": [[-1.118, 1.706, 0.780], [1.901, -3.530, -0.950], [3.566, 0.575, 0.432], [2.598, -2.399, 1.090], [-1.108, 0.955, -0.029], [1.910, 2.583, -0.734], [1.530, -2.556, 0.164], [-0.618, 1.398, -0.914], [-0.411, -0.197, 0.445], [3.343, 0.255, 1.459], [-3.413, 0.015, 0.694], [-2.910, -0.941, -1.461], [4.016, 1.583, 0.471], [-3.029, 1.651, -0.633], [-2.570, 0.669, -0.420], [0.852, -0.636, -0.629], [2.091, 1.834, -1.300], [2.270, 0.678, -0.495], [-3.436, 0.667, 1.578], [4.293, -0.116, -0.031], [-2.616, -0.052, -1.639], [0.410, -3.104, 0.864], [-3.100, -1.008, 0.936], [-4.450, -0.029, 0.322]], "mulliken_charge": [0.341, -0.619, -0.973, 0.058, -0.520, 0.321, 0.295, 0.417, -0.352, 0.348, -1.447, 0.332, 0.271, 0.257, 0.287, -0.001, -0.531, 0.510, 0.371, 0.338, -0.543, 0.074, 0.350, 0.417]}

6.
{"formula": "C4H13CdClNb", "method": "ωB97M-V with the def2-TZVPD basis set", "molar_mass_g_mol": 301.9, "homo_lumo_gap_ev": 5.04, "charge": 1, "e_homo_ha": -0.47298, "symbols": ["H", "H", "H", "H", "H", "Nb", "H", "H", "H", "Cl", "Cd", "C", "H", "C", "H", "H", "H", "C", "C", "H"], "xyz": [[-1.424, -0.808, 1.919], [1.410, 2.090, 1.204], [-1.685, -0.254, -1.159], [1.235, -0.819, -1.281], [0.061, -2.399, -0.057], [0.516, 1.666, -0.355], [0.346, -0.976, 2.140], [-2.432, -1.399, -0.073], [0.548, 3.496, -0.759], [-1.451, 1.862, 0.817], [2.963, 3.690, -0.947], [0.897, -0.509, -0.292], [2.235, 1.717, -1.174], [-1.562, -1.228, -0.696], [-1.607, -1.984, -1.472], [1.739, -0.688, 0.379], [-0.295, 1.687, -1.999], [-0.281, -1.382, 0.137], [-0.541, -1.374, 1.656], [-0.670, -2.389, 2.011]], "mulliken_charge": [0.367, 0.174, 0.320, 0.457, 0.306, -0.478, 0.315, 0.372, 0.118, -0.289, 0.919, -1.240, 0.051, -1.244, 0.337, 0.502, 0.194, 0.819, -1.366, 0.366]}

7.
{"formula": "C4H13FeO9P", "method": "ωB97M-V with the def2-TZVPD basis set", "molar_mass_g_mol": 292.0, "e_above_lowest_kj_mol": 329.8, "homo_lumo_gap_ev": [2.88, 2.73], "charge": -2, "e_homo_ha": [0.06441, 0.06865], "spin_multiplicity": 5, "symbols": ["C", "H", "O", "H", "H", "H", "O", "O", "C", "H", "H", "Fe", "H", "O", "P", "H", "O", "H", "H", "O", "H", "H", "C", "H", "O", "C", "O", "O"], "xyz": [[-7.245, 14.834, 19.098], [-3.322, 13.440, 15.019], [-3.728, 15.755, 15.835], [-7.798, 15.747, 18.857], [-3.219, 11.319, 17.152], [-5.300, 14.467, 20.086], [-6.385, 15.855, 15.631], [-1.509, 13.127, 15.890], [-5.888, 15.298, 19.680], [-2.568, 11.958, 14.638], [-4.646, 11.806, 16.181], [-5.315, 14.619, 16.718], [-2.831, 15.545, 16.145], [-6.997, 13.975, 18.007], [-6.685, 14.863, 14.411], [-7.770, 14.252, 19.869], [-6.172, 13.643, 15.194], [-6.129, 15.934, 20.541], [-5.181, 16.804, 18.652], [-5.838, 15.581, 13.357], [-3.401, 13.004, 18.308], [-1.631, 13.764, 16.602], [-2.769, 12.610, 15.488], [-7.837, 13.536, 17.836], [-4.003, 13.147, 17.570], [-3.691, 12.136, 16.588], [-8.183, 15.100, 14.247], [-5.142, 15.842, 18.626]], "mulliken_charge": [-0.406, 0.330, -0.830, 0.286, 0.425, 0.224, -0.691, -0.597, -0.609, 0.378, 0.213, 0.674, 0.077, -0.272, 0.735, 0.407, -0.583, 0.441, 0.252, -0.798, 0.268, 0.309, -0.489, 0.252, -0.499, -0.341, -0.839, -0.317]}

8.
{"formula": "C4H13HgN2", "method": "ωB97M-V with the def2-TZVPD basis set", "molar_mass_g_mol": 289.8, "e_above_lowest_kj_mol": 0.0, "homo_lumo_gap_ev": 2.51, "charge": -1, "e_homo_ha": 0.01686, "symbols": ["C", "H", "C", "H", "H", "H", "H", "H", "H", "H", "N", "H", "H", "H", "N", "H", "C", "H", "Hg", "C"], "xyz": [[0.976, 0.613, 3.292], [1.971, 0.331, -2.214], [-0.321, -0.218, 3.482], [1.339, 1.760, -2.588], [-2.404, -1.857, -3.154], [0.906, 1.676, 3.682], [-0.548, -0.360, 4.550], [1.883, 0.196, 3.820], [-1.185, -0.149, 0.027], [1.386, 0.607, -3.740], [1.098, 0.625, 0.636], [-0.175, -1.129, 2.866], [-1.759, 0.508, -0.158], [-0.580, -2.059, -3.178], [1.264, 0.773, -2.765], [-1.379, -0.755, -4.178], [-1.409, -1.420, -3.321], [-1.077, 0.301, 2.854], [-1.012, -0.021, -1.698], [1.027, 0.578, 1.785]], "mulliken_charge": [-0.254, 0.318, -1.080, 0.349, 0.322, 0.211, 0.327, 0.247, -0.044, 0.361, -0.270, 0.347, -0.139, 0.227, -1.141, 0.308, -1.338, 0.239, -0.152, 0.162]}

9.
{"formula": "C4H13N2", "method": "ωB97M-V with the def2-TZVPD basis set", "molar_mass_g_mol": 89.2, "e_above_lowest_kj_mol": 65.4, "homo_lumo_gap_ev": [10.41, 8.56], "e_homo_ha": [-0.34345, -0.34320], "spin_multiplicity": 2, "symbols": ["H", "C", "H", "H", "C", "H", "N", "H", "H", "H", "C", "H", "H", "H", "H", "H", "C", "N", "H"], "xyz": [[0.904, -0.215, 2.894], [0.804, -0.636, 1.884], [-0.059, 1.685, -1.097], [-1.705, -0.750, -0.562], [-0.788, -1.104, -0.114], [-1.044, -2.118, 0.199], [1.081, 0.370, -0.905], [-1.631, 2.260, -1.671], [-1.356, -0.664, 1.979], [1.101, -1.676, 2.053], [-0.579, -0.356, 1.279], [-0.650, 3.237, -0.844], [1.145, -1.783, -0.779], [-0.655, 0.678, 0.977], [1.623, -0.189, 1.333], [0.151, -1.160, -2.020], [0.497, -0.934, -1.012], [-0.911, 2.266, -0.965], [1.643, 0.623, -1.720]], "mulliken_charge": [0.365, -1.201, 0.195, 0.326, -0.777, 0.438, -0.597, 0.183, 0.375, 0.299, -0.268, 0.218, 0.377, 0.239, 0.309, 0.371, -0.545, -0.564, 0.256]}

10.
{"formula": "C4H13N2", "method": "ωB97M-V with the def2-TZVPD basis set", "molar_mass_g_mol": 89.2, "e_above_lowest_kj_mol": 189.3, "homo_lumo_gap_ev": [4.32, 10.04], "e_homo_ha": [-0.12390, -0.34067], "spin_multiplicity": 2, "symbols": ["C", "C", "H", "H", "H", "N", "H", "H", "H", "H", "H", "N", "H", "H", "C", "C", "H", "H", "H"], "xyz": [[-1.503, -0.921, 0.452], [-0.717, -0.233, -0.729], [-0.750, 0.462, 1.818], [-0.463, 1.765, -0.736], [1.670, 1.647, -1.339], [-1.623, -0.063, 1.660], [1.709, -0.782, -1.607], [-1.774, -0.613, 2.553], [2.023, -1.010, 0.060], [3.195, -0.124, -0.997], [-0.002, -0.980, -1.062], [-0.011, 0.968, -0.305], [-2.420, 0.630, 1.620], [-0.898, -1.762, 0.783], [1.465, 1.015, -0.478], [2.145, -0.290, -0.749], [1.871, 1.514, 0.381], [-2.463, -1.228, 0.169], [-1.455, 0.005, -1.493]], "mulliken_charge": [-1.349, -0.159, 0.333, 0.302, 0.263, -2.219, 0.436, 1.074, 0.356, 0.352, -0.003, -0.336, 0.953, 0.547, -0.371, -1.353, 0.346, 0.398, 0.428]}

11.
{"formula": "C4H13N2", "method": "ωB97M-V with the def2-TZVPD basis set", "molar_mass_g_mol": 89.2, "e_above_lowest_kj_mol": 151.9, "homo_lumo_gap_ev": 9.15, "charge": 1, "e_homo_ha": -0.47221, "smiles": "CNC[C@H](C)[NH3+]", "symbols": ["N", "N", "C", "C", "H", "H", "H", "C", "H", "H", "H", "H", "H", "H", "C", "H", "H", "H", "H"], "xyz": [[1.463, -0.365, 0.485], [-1.946, 0.568, -0.937], [-1.458, -0.514, 1.217], [2.768, 0.155, 0.097], [-2.623, -0.200, -1.070], [0.772, 0.653, -1.154], [3.408, 0.205, 0.977], [-0.848, 0.284, 0.090], [2.659, 1.191, -0.219], [-0.848, -0.750, 2.082], [-2.507, 1.336, -0.541], [-2.439, -0.170, 1.535], [-1.580, -1.508, 0.742], [-0.618, 1.304, 0.426], [0.430, -0.194, -0.544], [-1.710, 0.843, -1.895], [3.218, -0.429, -0.714], [0.381, -1.042, -1.242], [1.480, -1.367, 0.664]], "mulliken_charge": [-0.311, -0.334, -1.494, -0.887, 0.383, 0.425, 0.318, 0.455, 0.316, 0.363, 0.396, 0.403, 0.436, 0.194, -0.985, 0.344, 0.322, 0.404, 0.253]}

12.
{"formula": "C4H13N2", "method": "ωB97M-V with the def2-TZVPD basis set", "molar_mass_g_mol": 89.2, "e_above_lowest_kj_mol": 260.9, "homo_lumo_gap_ev": 8.31, "charge": 1, "e_homo_ha": -0.44173, "smiles": "CNC[C@@H](C)[NH3+]", "symbols": ["H", "H", "C", "H", "C", "C", "H", "H", "H", "H", "N", "H", "H", "H", "N", "H", "C", "H", "H"], "xyz": [[-0.196, -1.302, -1.628], [2.792, 0.303, -0.150], [-0.695, 0.701, 1.180], [1.470, 0.020, -2.131], [2.128, 1.119, -0.551], [-0.374, -0.648, 0.492], [0.322, 1.186, 1.219], [-1.390, 1.264, 0.506], [-1.792, -1.538, 1.703], [-1.066, 0.163, -1.361], [1.049, 0.405, -1.285], [-1.068, 0.806, 2.195], [-1.774, -2.286, 0.089], [0.558, -1.130, 0.878], [-1.670, -1.410, 0.657], [-2.479, -0.817, 0.440], [-0.177, -0.406, -1.046], [2.626, 1.764, -1.417], [1.738, 1.807, 0.209]], "mulliken_charge": [0.424, 0.275, -1.067, 0.226, -0.737, -0.118, 0.072, 0.370, 0.399, 0.268, -0.297, 0.462, 0.367, 0.297, -0.301, 0.390, -0.652, 0.273, 0.351]}